# 1
Below is an isolated molecule of C3H2N2O2, with properties calculated with ωB97M-V/def2-TZVPD.

Element x y z (Å)
C -0.28009 0.19301 -0.37549
O 0.89469 0.91081 -0.83188
H -0.58980 -0.59672 -1.08656
C -1.43304 0.97339 0.05337
O 2.07189 0.26293 -0.17114
N -2.44686 1.44617 0.19210
N 1.60306 -0.69447 0.49239
C 0.36137 -0.82181 0.56977
H -0.18123 -1.67332 1.15743

Atoms 1-2, force components in eV/Å:
1.76 -1.56 -0.36
-2.00 0.57 -0.32

The calculation puts the calculated total energy at -10212.7389 eV. The charge is 0. As for the structure (SMILES): N#C[C@@H]1C=NOO1. Its orbital gap is 10.842 eV. For the HOMO energy, the calculation gives -0.3785 Eh. The LUMO energy comes out at 0.0199 Ha. For the energy relative to the best compared isomer or geometry (same formula, charge and spin), the calculation gives 125.7 kcal per mole.

And the natural (NBO) charges, in e, turn out to be:
1 C -0.10
2 O -0.28
3 H 0.23
4 C 0.24
5 O -0.04
6 N -0.25
7 N -0.04
8 C -0.02
9 H 0.25

# 2
Below is a structure of composition C25H27N4O3S4Sb2W, with properties calculated with ωB97M-V/def2-TZVPD.

Element x y z (Å)
N 2.37150 2.16548 -0.78491
H 0.51443 -1.96027 -2.16962
Sb -1.23512 -0.83654 0.07714
C -2.60073 -1.00323 1.65708
S 0.19469 0.48351 2.66895
W 0.61082 1.22246 0.50295
C 6.09905 4.00050 2.24982
O 0.23989 3.22465 0.43352
C -3.78922 -1.30505 -1.42378
O 0.40949 2.72518 -3.47025
N 4.64098 3.92015 2.42587
H -3.27679 -2.70722 4.50062
H 2.31043 3.18160 -0.73846
H -5.19114 -1.14297 4.51020
H -4.82694 -1.25953 -4.64650
H -1.18143 3.43697 -2.01526
C 6.41330 2.68369 1.50394
C -4.61094 -1.49143 -2.52839
C -0.50411 -2.74472 -0.43256
C 0.77228 2.08752 -2.51776
C -2.10584 -0.32728 -2.86084
C 2.20681 1.77434 -2.20405
C -4.18512 -1.10474 -3.78946
H -1.13998 0.12993 -3.00815
C -0.86703 -3.89328 0.27120
O -1.41032 1.89251 0.86704
H 1.16312 -4.17291 -3.00759
C -3.66825 -0.10830 1.67076
H -2.60392 -0.21891 -4.93925
C -1.26206 2.56261 -1.37814
H 6.81686 2.86106 0.51019
H 4.09039 4.61093 2.91017
S 1.17741 -3.06904 2.49584
H -0.74665 -6.03350 0.34173
H 6.59674 4.06727 3.21481
H 0.59655 -6.20818 -1.72256
S 2.48344 2.34287 2.23279
H 2.42997 0.71375 -2.30977
H 7.10709 2.05067 2.05184
C 0.61452 -4.09187 -2.07835
H -3.79097 0.62167 0.88100
C 4.13300 2.78479 1.98493
N 5.08570 2.04646 1.40981
C 0.23666 -2.84455 -1.60895
S 2.05383 -0.53809 -0.10094
C -2.93668 -0.52170 -3.95494
H -1.59300 -2.58421 2.72912
C -3.38949 -1.98039 3.70694
H 6.36227 4.87717 1.66321
N -0.09203 1.65025 -1.51449
H 3.30114 1.89228 -0.48375
H 4.96140 1.06564 1.22844
C -2.44910 -1.92744 2.68734
C -4.59693 -0.16045 2.70015
H -4.12802 -1.62495 -0.44734
H -5.42669 0.53367 2.70913
H -2.22603 2.07717 -1.49419
C -4.46125 -1.09936 3.71290
C -2.53322 -0.72006 -1.59279
C -0.93484 2.76759 0.07591
H -5.58488 -1.94406 -2.39664
Sb 2.18087 -0.94977 2.32741
C -0.46572 -5.14153 -0.20254
H 2.84356 2.33782 -2.88242
C 0.27650 -5.23840 -1.36582
H -1.48025 -3.83823 1.15771

Atoms 1-2, force components in eV/Å:
-0.34 -0.11 -0.41
-0.06 0.01 -0.06

The calculation puts the calculated total energy at -96693.6577 eV. The charge is +2. As for the expectation value of S²: 0.758. Its multiplicity is 2. Its orbital gap (spin up / spin down) is 5.993 / 5.512 eV. For the HOMO energy (spin up / spin down), the calculation gives -0.5116 / -0.5113 Eh. The LUMO energy (spin up / spin down) comes out at -0.2914 / -0.3087 Ha. For the energy relative to the best compared isomer or geometry (same formula, charge and spin), the calculation gives 60.9 kcal per mole.

And the natural (NBO) charges, in e, turn out to be:
1 N -0.76
2 H 0.21
3 Sb 1.74
4 C -0.36
5 S -0.20
6 W 0.85
7 C -0.23
8 O -0.62
9 C -0.26
10 O -0.52
11 N -0.53
12 H 0.24
13 H 0.42
14 H 0.24
15 H 0.24
16 H 0.28
17 C -0.23
18 C -0.19
19 C -0.33
20 C 0.65
21 C -0.26
22 C -0.33
23 C -0.17
24 H 0.22
25 C -0.26
26 O -0.57
27 H 0.23
28 C -0.24
29 H 0.23
30 C -0.30
31 H 0.23
32 H 0.45
33 S -0.24
34 H 0.24
35 H 0.23
36 H 0.24
37 S -0.14
38 H 0.24
39 H 0.23
40 C -0.17
41 H 0.22
42 C 0.35
43 N -0.58
44 C -0.26
45 S -0.38
46 C -0.18
47 H 0.22
48 C -0.20
49 H 0.23
50 N -0.68
51 H 0.42
52 H 0.43
53 C -0.26
54 C -0.20
55 H 0.23
56 H 0.24
57 H 0.25
58 C -0.16
59 C -0.34
60 C 0.73
61 H 0.24
62 Sb 1.09
63 C -0.19
64 H 0.25
65 C -0.17
66 H 0.23

# 3
Below is a cluster of 7 separate species, C36H43BN8O3P2 in total, with properties calculated with ωB97M-V/def2-TZVPD.

Element x y z (Å)
C -7.80902 0.30386 -2.20255
O 2.71308 0.81209 -3.55034
C 3.48062 3.42123 5.25094
H -7.28733 -0.05869 -1.32512
C -4.67951 2.47153 -9.75342
O -0.26725 -2.73600 -0.83378
H 4.11701 -1.24414 10.33119
H 3.59330 0.30964 7.43464
C 2.95402 -3.82303 7.78993
C -6.01201 1.51026 -7.58715
H 1.76199 6.37087 3.18629
H -4.15189 2.81180 -10.63866
C 1.59652 4.38871 2.36863
H 1.20598 -2.59396 -3.08652
C 2.64842 6.21365 1.23242
C -4.96135 3.34174 -8.71251
P 1.96542 -0.23888 -2.37494
H -5.38042 0.52708 0.88319
O 1.70813 -3.60721 0.34064
H -5.94418 -0.33148 -8.70480
H -10.89714 0.70809 -3.52837
C 1.98061 5.72159 2.34528
C 5.67231 -5.67488 -1.40939
H -5.88281 3.49670 -6.77491
H 2.17416 -4.11934 -2.79263
H 2.53871 0.31208 5.17106
C -9.81893 0.73004 -3.42982
C 1.90080 3.60085 1.27113
H 2.96373 7.24827 1.18076
C -4.74735 -0.07109 0.23550
H -1.59232 -0.37321 -0.91326
C 3.77878 -2.00196 9.63199
H 8.29919 -3.93022 -2.83631
C 4.68393 -3.30435 -2.01162
C 3.57610 1.21090 6.83287
H 6.43607 -2.12675 -2.97475
N -5.36253 -1.09599 -0.37760
H -0.29720 -2.21721 0.00687
C 2.86734 -4.14335 9.13694
C 3.46286 -2.58216 7.44344
C 3.28805 -3.21738 10.08030
C -3.40416 0.22968 0.07570
H -6.54505 1.09131 -6.74223
H -4.65661 4.37972 -8.76303
P 3.38163 -1.92506 -2.10131
H 3.55389 -2.28674 6.40273
H -9.77850 -0.14952 -1.46743
C -4.60619 -1.85785 -1.18526
C 2.90268 5.34500 0.18379
H 2.47587 -5.10556 9.44838
B 1.11209 -3.16842 -0.92847
N 1.75743 0.68365 -0.87188
N -7.68679 1.29609 -4.39276
H 3.55840 1.14052 -3.14240
N 2.92997 2.29099 4.77994
C 4.13909 2.39247 7.29371
H 2.15136 1.62646 -1.07254
H -6.02334 0.89436 -3.25477
H 3.43261 -5.02971 -0.96402
H 5.46770 -6.72450 -0.97806
H 4.17212 -1.33039 -3.17643
N 2.54370 4.05110 0.18197
C -5.68012 0.72095 -8.67676
C -5.64244 2.84695 -7.60948
N -5.02370 1.17413 -9.75671
C -2.64760 -0.57559 -0.76292
N 6.99452 -5.47518 -1.86768
H 3.41875 5.68285 -0.70895
H 2.63431 -4.52142 7.02676
H -5.12810 -2.67704 -1.66963
H 3.69418 -1.53648 -0.73028
H -2.69441 -2.28998 -2.06851
C 1.92152 -3.10678 -2.33687
N 3.87526 -1.66713 8.33514
C 7.25528 -4.20706 -2.44154
C 6.15088 -3.14612 -2.52740
C -3.25600 -1.64211 -1.40783
C -9.19315 0.25492 -2.28607
H 3.23567 -3.43437 11.13980
C 2.98943 1.21221 5.57750
H -9.46942 1.61539 -5.36347
H 1.62491 2.55161 1.24320
H 4.52387 4.46071 6.81714
C -9.02706 1.23519 -4.44820
H 2.39082 -2.90536 0.50573
H 4.60916 2.43206 8.27041
C -7.10697 0.83130 -3.27411
C 4.09354 3.52248 6.48946
H 3.41691 4.27767 4.58711
H 2.31590 0.19576 -0.14612
C 4.45761 -4.73557 -1.38449
H 1.07380 3.97141 3.21989
H -2.96120 1.07124 0.59370

Atoms 1-2, force components in eV/Å:
-0.17 0.03 0.10
0.82 -0.81 2.72

The calculation puts the calculated total energy at -75342.6149 eV. The charge is 0. As for the structure (SMILES): NP(O)[PH2](CB(O)O)c1ccncc1.c1ccncc1.c1ccncc1.c1ccncc1.c1ccncc1.c1ccncc1.c1ccncc1. Its orbital gap is 7.434 eV. For the HOMO energy, the calculation gives -0.2816 Eh. The LUMO energy comes out at -0.0084 Ha.

And the Mulliken charges, in e, turn out to be:
1 C -0.12
2 O -0.48
3 C -0.03
4 H 0.29
5 C -0.19
6 O -0.46
7 H 0.36
8 H 0.18
9 C -0.62
10 C -0.01
11 H 0.41
12 H 0.34
13 C -0.74
14 H 0.40
15 C -0.43
16 C -0.41
17 P 0.17
18 H 0.37
19 O -0.54
20 H 0.36
21 H 0.37
22 C -0.21
23 C -0.22
24 H 0.39
25 H 0.52
26 H 0.36
27 C -0.42
28 C 0.13
29 H 0.36
30 C -0.09
31 H 0.67
32 C -0.14
33 H 0.28
34 C 0.48
35 C 0.15
36 H 0.17
37 N -0.55
38 H 0.29
39 C -0.08
40 C -0.05
41 C -0.54
42 C -0.69
43 H 0.33
44 H 0.35
45 P 0.16
46 H 0.36
47 H 0.37
48 C -0.30
49 C -0.32
50 H 0.36
51 B 0.54
52 N -0.46
53 N -0.33
54 H 0.29
55 N -0.30
56 C -0.39
57 H 0.24
58 H 0.42
59 H 0.23
60 H 0.26
61 H -0.05
62 N -0.35
63 C -0.36
64 C -0.26
65 N -0.55
66 C -0.01
67 N -0.50
68 H 0.36
69 H 0.34
70 H 0.35
71 H -0.06
72 H 0.37
73 C -0.92
74 N -0.41
75 C -0.25
76 C -0.33
77 C -0.47
78 C -0.44
79 H 0.34
80 C -0.27
81 H 0.34
82 H 0.34
83 H 0.37
84 C -0.27
85 H 0.31
86 H 0.39
87 C -0.23
88 C -0.60
89 H 0.26
90 H 0.28
91 C -0.37
92 H 0.39
93 H 0.39

# 4
Below is a cluster of 2 separate species, CH2N2OS in total, with properties calculated with ωB97M-V/def2-TZVPD.

Element x y z (Å)
S 1.21157 1.24090 1.30851
O -0.03395 1.81655 0.83395
N -1.43582 -0.50952 -1.56217
C -2.17726 -1.51112 -2.04331
N 1.24460 -0.28534 1.06490
H 2.05832 -0.84292 1.40771
H -0.86746 0.09145 -1.00959

Atoms 1-2, force components in eV/Å:
-0.35 -2.19 -0.34
0.59 -0.10 0.06

The calculation puts the calculated total energy at -16928.6843 eV. The charge is 0. Its orbital gap is 10.184 eV. For the HOMO energy, the calculation gives -0.4189 Eh. The LUMO energy comes out at -0.0446 Ha. For the energy relative to the best compared isomer or geometry (same formula, charge and spin), the calculation gives 37.6 kcal per mole.

And the natural (NBO) charges, in e, turn out to be:
1 S 1.43
2 O -0.86
3 N -0.79
4 C 0.34
5 N -0.97
6 H 0.40
7 H 0.45